1.
The following is a quantum chemistry calculation of a cluster of 2 separate species, C9H14O in total at a distorted geometry, from the Open Molecules 2025 dataset.

XYZ file:
```
24
Properties=species:S:1:pos:R:3:forces:R:3:lowdin_charge:R:1
C 1.7239 -1.7289 3.4474 1.939 0.187 0.273 -0.198
C 1.4821 -1.6335 1.9796 -0.440 -1.627 -1.748 -0.216
H 2.6344 -1.0448 3.5093 -0.922 -1.128 1.163 0.084
H 0.8891 -1.2736 3.9500 -0.187 0.055 0.643 0.049
H 1.9003 -2.8011 3.8292 -0.054 1.820 -0.581 0.095
H 2.4167 -1.9337 1.3948 -1.422 0.614 0.512 0.095
H 1.0604 -0.6734 1.6738 0.760 0.112 0.094 0.029
H 0.6559 -2.3140 1.7135 0.410 -0.123 -0.289 0.068
C -2.4540 1.3096 0.4120 -0.197 4.608 -1.846 -0.059
C -0.8451 0.4007 -2.9866 -0.866 -0.003 -0.090 -0.035
C 0.4203 0.3668 -2.4893 1.938 -0.234 -2.175 -0.370
C -1.7896 0.8207 -2.0563 -1.251 -0.905 -0.458 -0.035
C -1.4580 1.0066 -0.6979 -1.298 -1.363 -0.247 -0.284
C 0.8272 0.5750 -1.1977 3.047 -0.006 -0.885 -0.022
C -0.1726 0.7680 -0.2864 -0.196 0.339 1.116 -0.089
O 1.3827 0.1856 -3.5304 0.616 3.839 0.214 -0.060
H -0.9487 0.1081 -4.0872 -0.385 0.680 1.877 0.152
H -2.8272 0.7674 -2.4106 0.183 0.586 0.529 0.113
H 2.0016 0.6746 -1.1236 -2.626 -0.600 0.621 0.167
H 1.5271 1.2045 -3.7795 -0.036 -3.539 0.351 0.169
H -1.8819 1.9974 1.1692 -1.607 -1.175 -1.251 0.113
H -3.0809 0.6427 0.8938 -0.202 -2.434 1.078 0.031
H -0.1164 0.7019 0.7923 0.903 0.434 0.002 0.092
H -3.3474 1.8730 -0.1196 1.892 -0.136 1.097 0.110
```
Forces are in eV/Å.

HOMO energy, eV: -8.9
HOMO-LUMO gap, eV: 9.76

---

2.
The following is a quantum chemistry calculation of a cluster of 6 separate species, C37H60N2O10P in total at a distorted geometry, from the Open Molecules 2025 dataset.

XYZ file:
```
110
Properties=species:S:1:pos:R:3:forces:R:3:lowdin_charge:R:1
C 5.3627 -0.2849 0.9312 0.233 0.581 -0.298 -0.110
C 5.8685 -0.2423 -0.5546 -0.211 -0.788 0.404 -0.240
C 4.7502 0.1254 -1.5865 0.755 0.310 -0.080 -0.198
C 3.9785 1.4490 -1.2770 -0.388 -0.288 -0.219 -0.179
C 2.4520 1.4039 -1.6718 0.300 0.771 -0.192 -0.142
C 1.6444 2.0948 -0.5194 -0.643 0.517 0.119 -0.242
C 0.0804 2.0099 -0.6940 0.692 -2.597 -1.238 -0.193
C -0.6200 0.7125 -0.2100 0.583 -0.356 0.883 -0.131
C 0.1317 -0.5105 -0.0633 -2.550 0.281 0.471 0.026
C -0.6920 -1.5993 0.3514 0.644 1.119 -0.388 -0.024
C -2.0747 -1.3897 0.5673 -0.782 -1.893 0.619 -0.135
N -2.8181 -0.2690 0.4882 3.054 -0.127 -0.727 0.094
C -2.0023 0.7284 0.0928 -0.263 1.715 -0.350 -0.128
N -0.4987 3.3195 -0.3101 -0.361 1.615 -1.108 0.101
C 0.4899 4.2985 -0.8858 2.837 -0.255 -0.653 -0.108
C 1.8802 3.6907 -0.4379 1.093 -1.426 0.053 -0.377
P 2.6515 4.3821 1.1499 -0.440 1.555 0.895 0.936
C 4.5207 4.5018 0.9134 -0.448 -1.293 -0.640 -0.278
C 2.4592 3.1823 2.5709 0.372 -0.352 -0.090 -0.434
C 0.9936 3.0144 3.1038 0.275 -0.267 -0.218 -0.144
H 4.4132 -0.8630 1.0081 0.520 0.466 -0.037 0.075
H 6.0955 -0.7447 1.6282 -0.355 0.214 -0.592 0.076
H 5.2125 0.7633 1.2933 -0.124 -0.883 -0.115 0.056
H 6.7720 0.4030 -0.6572 -0.723 -0.331 0.121 0.113
H 6.1944 -1.2875 -0.7960 -0.053 0.857 0.005 0.087
H 4.0743 -0.7563 -1.6807 0.224 0.817 0.132 0.081
H 5.2643 0.2728 -2.5697 -0.536 -0.352 0.591 0.120
H 4.4498 2.2907 -1.8385 -0.212 -0.582 0.529 0.122
H 4.0304 1.7036 -0.1958 0.111 -0.297 -0.638 0.067
H 2.0919 0.3714 -1.8882 0.305 0.638 0.387 0.108
H 2.3509 1.9615 -2.6379 -0.276 -0.356 0.725 0.116
H 1.9669 1.5795 0.4159 -0.454 0.544 -0.431 0.120
H -0.0413 1.9561 -1.8022 -0.109 0.482 0.585 0.167
H 1.2107 -0.6028 -0.2511 -0.706 -0.014 0.145 0.105
H -0.2527 -2.5990 0.5007 -0.417 0.672 -0.158 0.095
H -2.6570 -2.2931 0.8554 0.492 0.679 -0.143 0.100
H -2.5103 1.7185 -0.0082 0.268 -0.767 0.100 0.110
H -0.6889 3.5274 0.6815 0.225 -0.495 -0.021 0.166
H -1.3413 3.5325 -0.8539 -0.258 -0.564 0.552 0.177
H 0.3085 5.3742 -0.7002 -0.095 -0.818 0.508 0.128
H 0.5608 4.1554 -1.9925 -0.885 0.039 0.774 0.144
H 2.6958 3.8741 -1.1814 -0.929 0.349 0.297 0.110
H 4.8766 3.5423 0.4658 0.081 0.780 0.271 0.015
H 5.0081 4.6031 1.9042 -0.427 0.197 -0.599 0.046
H 4.7673 5.3397 0.2267 -0.159 -0.510 0.630 0.042
H 2.9390 2.2101 2.2845 -0.477 0.559 0.494 0.063
H 3.0619 3.6056 3.4117 -0.196 -0.198 -0.900 0.081
H 0.9603 3.2185 4.1961 -0.060 -0.163 -0.784 0.082
H 0.2756 3.7281 2.6312 0.454 -0.488 0.336 0.035
H 0.6721 1.9613 2.9435 -0.080 0.758 0.082 0.073
O 1.4746 -3.6470 -0.5783 0.193 0.469 -0.271 0.110
C 2.5816 -3.7419 -1.0311 -0.337 -0.532 0.189 -0.466
O 3.0590 -2.9472 -2.0242 -0.194 0.015 0.227 0.004
C 4.3727 -3.3940 -2.4094 0.365 -0.059 -0.217 -0.154
C 4.8945 -4.1693 -1.2159 0.260 -0.174 0.138 -0.149
C 3.6208 -4.7635 -0.6349 0.483 0.293 0.003 -0.065
H 4.2799 -4.0167 -3.3022 -0.054 0.018 0.038 0.133
H 4.9967 -2.5327 -2.6446 -0.219 0.075 -0.058 0.109
H 5.6461 -4.9117 -1.4809 -0.033 0.063 -0.062 0.124
H 5.3415 -3.4816 -0.4930 -0.003 -0.023 -0.053 0.107
H 3.3702 -5.7207 -1.0958 -0.102 0.003 0.107 0.139
H 3.6768 -4.8631 0.4467 -0.286 -0.176 -0.057 0.131
O 3.4031 2.3099 -5.9693 -0.350 0.118 0.356 0.125
C 2.4249 1.6274 -6.0606 0.736 -0.053 -0.219 -0.486
O 1.3981 1.6659 -5.1664 0.024 0.099 0.000 -0.006
C 0.4342 0.6507 -5.4980 -0.286 -0.194 0.035 -0.164
C 0.6594 0.3512 -6.9675 -0.109 -0.200 -0.291 -0.155
C 2.1549 0.5853 -7.1201 -0.594 0.054 -0.099 -0.072
H 0.6149 -0.2216 -4.8637 0.030 0.025 -0.010 0.126
H -0.5707 1.0251 -5.3049 0.126 0.119 0.134 0.123
H 0.3384 -0.6488 -7.2565 -0.020 0.035 0.088 0.121
H 0.1112 1.0702 -7.5806 -0.001 -0.044 0.049 0.123
H 2.7335 -0.3114 -6.8908 0.100 0.081 -0.052 0.135
H 2.4072 0.9606 -8.1090 0.304 -0.056 0.120 0.131
O -6.2236 -7.1771 0.6434 0.240 0.011 -0.398 0.127
C -5.6767 -6.1372 0.4200 -0.237 -0.265 0.607 -0.469
O -4.7034 -5.9841 -0.5246 -0.163 -0.055 0.052 0.028
C -4.1844 -4.6498 -0.4639 0.229 0.133 -0.143 -0.175
C -5.2667 -3.8277 0.1997 -0.212 0.432 0.127 -0.160
C -5.9078 -4.8308 1.1438 0.012 0.431 -0.529 -0.077
H -3.2579 -4.6630 0.1180 -0.021 -0.043 0.006 0.120
H -3.9640 -4.2979 -1.4717 0.045 -0.241 -0.025 0.123
H -4.8842 -2.9371 0.6996 0.018 -0.023 -0.048 0.100
H -5.9981 -3.5067 -0.5465 0.084 0.030 -0.002 0.120
H -5.4015 -4.8651 2.1055 -0.066 -0.118 -0.047 0.090
H -6.9702 -4.6389 1.2767 0.038 -0.245 0.208 0.131
O -4.1740 -5.6302 3.8310 -0.344 0.046 -0.164 0.113
C -5.1018 -5.6770 4.5903 0.452 0.153 0.069 -0.473
O -6.3917 -5.4809 4.2130 0.320 -0.080 0.106 0.015
C -7.2389 -5.4927 5.3745 -0.362 -0.015 0.173 -0.149
C -6.4603 -6.2551 6.4286 -0.016 -0.140 0.342 -0.157
C -5.0221 -5.9083 6.0810 -0.411 -0.355 0.129 -0.074
H -7.4382 -4.4594 5.6699 0.040 -0.014 -0.032 0.128
H -8.1828 -5.9781 5.1314 0.083 0.089 -0.226 0.129
H -6.7434 -5.9916 7.4471 -0.048 0.038 -0.074 0.119
H -6.6193 -7.3284 6.3028 -0.027 0.062 -0.001 0.123
H -4.6962 -4.9860 6.5658 0.120 -0.040 -0.057 0.134
H -4.3409 -6.7237 6.3133 0.220 0.235 -0.079 0.129
O -2.2890 4.9260 2.8448 0.574 -0.059 -0.142 0.112
C -2.2874 5.9039 2.1514 -0.504 0.005 0.261 -0.500
O -1.3111 6.8434 2.1656 -0.062 -0.384 -0.014 0.024
C -1.6698 7.9303 1.2949 0.059 0.375 -0.168 -0.150
C -2.6758 7.3459 0.3228 -0.250 0.052 -0.221 -0.159
C -3.3749 6.2962 1.1744 0.324 0.242 -0.469 -0.076
H -2.0952 8.7337 1.9000 0.010 -0.055 0.008 0.134
H -0.7792 8.3033 0.7915 0.091 -0.087 0.229 0.128
H -3.3486 8.0906 -0.0998 0.083 0.013 0.028 0.123
H -2.1521 6.8581 -0.5052 -0.006 0.077 -0.005 0.105
H -4.2161 6.7142 1.7294 -0.027 -0.154 0.015 0.139
H -3.6949 5.4420 0.5807 -0.221 -0.067 0.304 0.121
```
Forces are in eV/Å.

Total charge: +1
HOMO energy, eV: -10.6
HOMO-LUMO gap, eV: 7.95

---

3.
The following is a quantum chemistry calculation of an isolated molecule of C4H9NO2 at a distorted geometry, from the Open Molecules 2025 dataset.

XYZ file:
```
16
Properties=species:S:1:pos:R:3:forces:R:3:lowdin_charge:R:1
O -0.4799 -1.5237 1.9631 0.199 -0.082 0.340 0.106
C -0.7826 -0.9309 0.9643 -0.579 -0.051 -0.043 -0.548
O -1.7744 -0.0064 0.9781 0.094 -0.147 0.461 0.095
C -0.1400 -1.1496 -0.3646 0.432 -0.049 0.083 -0.108
C 1.0274 -0.1584 -0.5808 -1.508 0.262 -0.247 -0.171
C 0.5068 1.1544 -1.1751 0.795 -0.189 0.157 -0.289
N 1.5808 2.1051 -1.4372 -0.179 0.493 0.125 -0.013
H -2.0703 -0.0077 1.9134 0.019 0.171 -0.519 0.135
H -0.8596 -1.0990 -1.1699 -0.237 0.129 -0.193 0.119
H 0.2538 -2.1592 -0.3193 0.043 -0.132 -0.036 0.122
H 1.7204 -0.6322 -1.2584 0.580 0.025 0.029 0.110
H 1.4166 0.0546 0.4060 0.805 -0.070 0.038 0.119
H -0.1783 1.5775 -0.4441 -0.337 0.110 -0.124 0.100
H -0.0140 0.9525 -2.1065 -0.351 -0.154 -0.050 0.111
H 1.4910 2.5656 -2.3300 0.155 -0.089 0.069 0.059
H 2.5163 1.7679 -1.2970 0.070 -0.229 -0.089 0.055
```
Forces are in eV/Å.

HOMO energy, eV: -9.1
HOMO-LUMO gap, eV: 9.93

---

4.
The following is a quantum chemistry calculation of a structure of composition C53H43CrGeN2OP2S2 at a distorted geometry, from the Open Molecules 2025 dataset.

XYZ file:
```
105
Properties=species:S:1:pos:R:3:forces:R:3:mulliken_spin:R:1
Cr -0.7875 0.3754 0.7975 0.177 -0.309 0.602 1.087
S -2.0790 -0.8075 2.1365 -0.184 0.103 -0.617 -0.017
P 0.5476 0.3737 3.0373 0.626 -0.053 -0.080 -0.039
C 1.2833 -0.4630 1.6457 -1.538 -0.526 -0.319 -0.004
P 0.5569 -1.7943 0.9027 1.320 -0.173 0.200 0.029
S -0.5569 -1.9098 -1.0931 0.010 0.233 0.559 -0.009
C -0.1466 -3.3051 1.6867 0.079 0.118 0.262 0.003
C -1.4167 -3.8017 1.4116 0.087 -0.045 -0.038 -0.007
C -1.8626 -4.9512 2.0441 0.004 -0.044 -0.030 -0.005
C -1.0535 -5.6054 2.9667 -0.070 -0.053 0.012 0.004
C 0.2169 -5.1213 3.2338 0.086 -0.017 0.038 -0.002
C 0.6722 -3.9816 2.5842 -0.149 0.043 -0.020 -0.001
C 2.0655 -2.6211 0.1700 0.055 -0.170 -0.204 0.007
C 3.3308 -2.0545 0.2862 -0.072 0.028 -0.007 -0.002
C 4.4551 -2.7091 -0.2056 0.024 -0.065 -0.077 0.000
C 4.3327 -3.9511 -0.8108 0.120 0.036 0.043 0.000
C 3.0738 -4.5222 -0.9458 -0.091 -0.059 -0.046 -0.001
C 1.9552 -3.8578 -0.4690 0.047 0.099 0.002 0.000
C 2.0289 1.3999 3.4869 0.005 0.140 0.113 -0.005
C 2.3796 1.6861 4.8081 -0.053 0.016 -0.088 -0.003
C 3.4703 2.4920 5.1052 -0.018 0.044 0.075 0.001
C 4.2191 3.0588 4.0834 0.025 0.034 -0.033 -0.002
C 3.8564 2.8166 2.7631 0.036 0.049 0.047 0.002
C 2.7768 1.9967 2.4685 0.054 -0.057 0.026 0.002
C 0.6915 -0.8717 4.3977 0.015 0.084 0.039 -0.011
C 1.9235 -1.4811 4.6413 -0.090 -0.054 0.047 0.002
C 2.0645 -2.4234 5.6482 0.058 -0.001 -0.070 -0.001
C 0.9640 -2.7888 6.4143 0.004 -0.072 0.027 0.002
C -0.2662 -2.1970 6.1729 -0.024 -0.021 0.086 0.002
C -0.4010 -1.2349 5.1780 0.032 0.017 -0.006 -0.001
H -2.0492 -3.2718 0.7133 -0.027 0.067 0.027 0.008
H -2.8536 -5.3328 1.8240 -0.003 0.016 0.026 0.000
H -1.4193 -6.4895 3.4785 0.020 -0.003 -0.016 0.000
H 0.8580 -5.6278 3.9467 -0.010 0.015 0.010 0.000
H 1.6682 -3.6035 2.7700 0.059 0.008 0.087 0.002
H 3.4105 -1.0923 0.7776 -0.060 0.018 0.047 0.000
H 5.4315 -2.2453 -0.1137 -0.007 -0.007 0.033 0.000
H 5.2137 -4.4767 -1.1647 -0.023 0.025 -0.053 0.000
H 2.9658 -5.4841 -1.4357 -0.014 -0.004 0.034 0.000
H 0.9712 -4.2939 -0.5914 0.016 -0.070 -0.010 0.001
H 1.7988 1.2518 5.6147 0.027 -0.005 0.024 0.000
H 3.7391 2.6788 6.1402 -0.014 -0.016 -0.007 0.000
H 5.0766 3.6823 4.3132 -0.016 0.009 -0.005 0.000
H 4.4239 3.2712 1.9576 -0.006 -0.027 -0.013 0.000
H 2.4984 1.7975 1.4418 -0.022 -0.056 -0.011 -0.003
H 2.7695 -1.2112 4.0191 0.011 -0.014 -0.013 0.002
H 3.0295 -2.8888 5.8216 -0.011 0.006 0.011 0.000
H 1.0670 -3.5459 7.1849 -0.018 0.022 0.006 0.000
H -1.1292 -2.4890 6.7616 -0.003 0.008 -0.020 0.000
H -1.3629 -0.7800 4.9820 -0.016 0.006 -0.076 -0.001
O -0.0298 2.2519 0.8684 0.240 -0.031 -0.078 -0.013
C -0.6268 3.3164 1.2836 -0.357 -0.030 -0.135 0.001
C 0.1056 4.3223 1.9586 0.103 0.137 0.035 0.002
C -0.4846 5.4870 2.3930 -0.066 -0.095 -0.072 -0.002
C -1.8431 5.7220 2.1693 -0.017 0.221 0.052 0.004
C -2.5873 4.7662 1.5089 0.007 -0.201 -0.071 -0.003
C -2.0191 3.5692 1.0603 0.486 0.327 0.389 0.012
C -2.7958 2.5832 0.3505 -0.304 -0.436 -0.435 0.020
N -2.4368 1.3383 0.0832 -0.457 0.610 0.152 -0.057
C -3.4498 0.7640 -0.6361 -0.084 -0.155 -0.079 0.018
C -4.4448 1.6661 -0.8240 -0.019 -0.062 -0.036 -0.001
N -4.0229 2.8167 -0.1954 0.105 0.088 0.139 0.002
H 1.1587 4.1379 2.1299 -0.017 -0.055 0.013 0.001
H 0.1082 6.2232 2.9246 0.024 0.001 -0.014 0.000
H -2.3059 6.6393 2.5136 -0.026 -0.031 0.004 0.001
H -3.6479 4.9484 1.3594 -0.004 -0.025 -0.004 0.000
H -3.3927 -0.2646 -0.9537 0.039 0.014 0.069 0.013
H -5.3859 1.5982 -1.3404 0.015 0.006 0.013 0.000
H -4.5148 3.6874 -0.1538 0.009 0.061 -0.040 -0.002
C -0.2196 -0.1186 -1.1536 -0.317 0.071 -0.724 -0.039
Ge -0.7274 0.3725 -2.9683 0.224 0.226 -0.002 0.012
C -2.4698 -0.2242 -3.7035 0.143 0.022 0.087 0.003
C -3.4780 0.6848 -4.0165 0.086 0.041 -0.034 0.000
C -4.6763 0.2625 -4.5770 -0.064 -0.006 -0.040 0.000
C -4.8883 -1.0854 -4.8326 0.033 0.020 0.027 0.000
C -3.8940 -2.0045 -4.5225 -0.081 -0.064 -0.040 0.000
C -2.6987 -1.5761 -3.9646 0.076 0.057 0.085 0.000
C -0.6771 2.3251 -3.2920 0.009 -0.146 0.088 0.002
C -0.7143 2.8725 -4.5741 -0.039 -0.112 0.018 0.000
C -0.7094 4.2471 -4.7623 -0.007 0.080 -0.066 0.000
C -0.6701 5.0995 -3.6649 0.013 -0.022 0.042 0.000
C -0.6163 4.5694 -2.3827 -0.002 0.105 -0.040 0.000
C -0.6118 3.1923 -2.2022 0.005 -0.137 0.045 0.001
C 0.5805 -0.4442 -4.2356 -0.195 0.050 0.080 -0.002
C 1.8748 -0.7427 -3.8116 -0.011 0.015 0.102 0.002
C 2.7902 -1.3488 -4.6593 0.034 -0.024 -0.054 0.000
C 2.4285 -1.6634 -5.9626 0.009 0.015 0.009 0.000
C 1.1470 -1.3689 -6.4063 0.059 -0.050 -0.078 0.000
C 0.2350 -0.7705 -5.5473 -0.029 0.095 0.049 0.000
H 0.8736 -0.0084 -1.1546 0.000 0.148 -0.017 -0.008
H -3.3207 1.7391 -3.8137 -0.034 -0.018 -0.020 0.000
H -5.4488 0.9847 -4.8183 0.009 0.015 0.022 0.000
H -5.8256 -1.4172 -5.2645 0.007 -0.011 -0.012 0.000
H -4.0526 -3.0592 -4.7172 0.001 0.002 0.025 0.000
H -1.9281 -2.2959 -3.7108 -0.025 -0.039 -0.040 -0.001
H -0.7486 2.2082 -5.4330 0.005 0.056 -0.034 0.000
H -0.7359 4.6627 -5.7641 -0.008 -0.033 -0.007 0.000
H -0.6735 6.1738 -3.8116 0.005 0.000 0.000 0.000
H -0.5745 5.2239 -1.5188 0.003 -0.022 0.013 0.000
H -0.5376 2.7739 -1.2044 0.006 0.055 -0.025 0.000
H 2.1699 -0.5171 -2.7924 -0.005 -0.045 0.009 -0.001
H 3.7824 -1.5912 -4.2970 -0.007 0.010 0.016 0.000
H 3.1405 -2.1414 -6.6259 -0.010 -0.006 0.001 0.000
H 0.8576 -1.6206 -7.4212 -0.023 0.021 0.010 0.000
H -0.7699 -0.5613 -5.9000 -0.009 -0.037 -0.022 0.000
```
Forces are in eV/Å.

Total charge: -2
HOMO energy (alpha / beta), eV: -0.6 / -0.6
HOMO-LUMO gap (alpha / beta), eV: 4.82 / 4.78
Spin multiplicity: 2